# 1
Molecular formula: C4H4O3
Method: DFT, the ωB97M-V functional and the def2-TZVPD basis

## Properties
SMILES: O=C=COCC=O
HOMO-LUMO gap, eV: 9.09
Energy above the lowest of the compared OMol25 structures with the same formula, charge and spin, eV: 3.339

Structure (XYZ):
```
11
C4H4O3 | the OMol25 dataset | the ωB97M-V functional and the def2-TZVPD basis
O -0.905 -0.542 2.974
C -0.902 0.155 2.062
C -1.004 1.012 1.071
O -0.356 0.934 -0.266
C 0.384 -0.245 -0.446
C 0.938 -0.476 -1.869
O 0.750 0.322 -2.771
H -1.185 1.996 1.257
H 1.179 -0.547 0.214
H -0.236 -1.141 -0.250
H 1.338 -1.467 -1.976
```

# 2
Molecular formula: CClNa6O7
Method: DFT, the ωB97M-V functional and the def2-TZVPD basis

## Properties
HOMO-LUMO gap, eV: 2.06
Energy above the lowest of the compared OMol25 structures with the same formula, charge and spin, eV: 3.618
Total charge: +3

Structure (XYZ):
```
15
CClNa6O7 | the OMol25 dataset | the ωB97M-V functional and the def2-TZVPD basis
Na -0.281 -0.134 2.627
Na 1.280 -2.038 -3.968
Na -2.092 1.333 -0.546
Na 2.345 -3.879 2.496
Na -2.215 -3.909 1.891
Na 2.011 1.956 -0.937
Cl 0.082 -1.696 -0.215
O 0.847 -2.168 0.964
O 0.742 -1.992 -1.473
O -1.351 -1.908 -0.134
O 0.169 -0.223 -0.024
C -0.341 3.628 -0.243
O -0.132 4.612 0.471
O 0.079 2.567 0.187
O -1.143 3.852 -1.096
```

# 3
Molecular formula: C18H25N2O3ReSbSe4
Method: DFT, the ωB97M-V functional and the def2-TZVPD basis

## Properties
HOMO-LUMO gap, eV: 5.97
Energy above the lowest of the compared OMol25 structures with the same formula, charge and spin, eV: 0.209
Total charge: +3

Structure (XYZ):
```
54
C18H25N2O3ReSbSe4 | the OMol25 dataset | the ωB97M-V functional and the def2-TZVPD basis
Re -1.540 0.139 0.007
C -0.790 3.559 2.148
C 0.071 2.324 2.384
C 0.669 2.352 3.808
C -0.667 1.009 2.236
C 0.023 -0.221 2.328
C -0.637 -1.444 2.406
C -2.027 -1.527 2.319
C -2.741 -2.831 2.394
C -2.728 -0.326 2.090
C -2.074 0.929 2.088
H -0.171 4.450 2.237
H -1.582 3.648 2.895
H -1.241 3.581 1.154
H 0.906 2.321 1.677
H -0.109 2.203 4.560
H 1.121 3.327 3.981
H 1.442 1.596 3.950
H 1.106 -0.206 2.376
H -0.056 -2.353 2.520
H -2.840 -3.256 1.385
H -3.744 -2.719 2.802
H -2.185 -3.553 2.989
H -3.810 -0.347 2.039
H -2.676 1.826 2.114
Se -6.110 0.266 -1.426
Sb -4.320 0.054 -2.869
Se -2.221 2.017 -1.157
Se -2.617 -1.576 -0.963
Se -3.071 -0.005 -4.807
C 0.579 -2.380 -3.435
C 1.896 -2.288 -2.670
C 2.117 -0.929 -1.957
C 3.438 -0.951 -1.155
C 3.710 0.344 -0.397
C 2.204 0.150 -3.028
O 3.089 0.254 -3.806
N 1.103 1.100 -3.138
C 0.090 1.155 -2.300
O -0.854 2.004 -2.482
N 0.024 0.307 -1.239
C 0.969 -0.715 -1.013
O 0.696 -1.414 -0.060
H 0.479 -3.359 -3.900
H 0.512 -1.636 -4.235
H -0.287 -2.254 -2.772
H 2.738 -2.421 -3.349
H 1.961 -3.061 -1.905
H 4.237 -1.150 -1.869
H 3.381 -1.800 -0.474
H 3.805 1.200 -1.070
H 4.645 0.273 0.156
H 2.920 0.563 0.334
H 1.169 1.772 -3.900
```

# 4
Molecular formula: C4H7NO2
Method: DFT, the ωB97M-V functional and the def2-TZVPD basis

## Properties
SMILES: CC#N.C=O.C=O
HOMO-LUMO gap, eV: 11.03
Energy above the lowest of the compared OMol25 structures with the same formula, charge and spin, eV: 2.601

Structure (XYZ):
```
14
C4H7NO2 | the OMol25 dataset | the ωB97M-V functional and the def2-TZVPD basis
C 1.158 0.006 2.018
C 1.686 -0.430 0.728
N 2.083 -0.775 -0.303
H 0.067 0.048 1.942
H 1.453 -0.697 2.801
H 1.546 0.998 2.262
C -2.003 0.876 -0.300
O -1.643 0.019 0.478
H -2.881 0.737 -0.954
H -1.501 1.856 -0.375
C -0.074 -0.541 -2.186
O -0.662 0.489 -2.425
H -0.352 -1.182 -1.331
H 0.770 -0.885 -2.806
```

# 5
Molecular formula: C36H50BrF24O21PS
Method: DFT, the ωB97M-V functional and the def2-TZVPD basis

## Properties
HOMO-LUMO gap, eV: 9.70

Structure (XYZ):
```
134
C36H50BrF24O21PS | the OMol25 dataset | the ωB97M-V functional and the def2-TZVPD basis
C -6.236 -6.135 0.282
C -7.604 -5.322 0.212
C -7.451 -4.206 -0.891
O -8.645 -3.450 -1.124
C -8.985 -2.621 -0.039
O -10.410 -2.498 0.127
S -11.142 -3.950 0.515
O -10.297 -4.551 1.591
O -11.051 -4.950 -0.872
P -11.715 -6.503 -0.643
O -10.361 -7.494 -0.398
Br -12.978 -6.559 1.249
H -5.660 -5.916 -0.647
H -6.512 -7.214 0.348
H -5.695 -5.846 1.194
H -7.749 -4.866 1.218
H -8.451 -6.010 0.000
H -6.551 -3.590 -0.719
H -7.252 -4.770 -1.838
H -8.639 -1.587 -0.299
H -8.492 -2.878 0.920
H -10.106 -7.844 -1.261
C -10.292 -4.873 -3.994
C -9.840 -3.430 -4.066
O -9.554 -3.052 -5.424
C -10.607 -2.704 -6.164
O -11.737 -2.690 -5.781
C -10.152 -2.282 -7.557
F -9.243 -3.120 -8.067
F -9.595 -1.065 -7.540
F -11.163 -2.236 -8.422
H -9.554 -5.530 -4.462
H -10.432 -5.179 -2.956
H -11.233 -5.019 -4.528
H -8.914 -3.304 -3.508
H -10.576 -2.756 -3.624
C -1.440 -0.557 0.724
C -1.375 -1.959 1.291
O -2.608 -2.305 1.945
C -3.587 -2.731 1.150
O -3.509 -2.839 -0.037
C -4.810 -3.108 1.977
F -5.087 -2.202 2.919
F -4.633 -4.270 2.612
F -5.910 -3.223 1.217
H -1.711 0.159 1.502
H -0.478 -0.270 0.300
H -2.198 -0.482 -0.058
H -0.596 -2.013 2.051
H -1.127 -2.692 0.522
C 4.005 2.271 3.388
C 3.328 2.661 2.090
O 3.393 1.588 1.133
C 2.471 0.636 1.262
O 1.620 0.616 2.099
C 2.631 -0.403 0.158
F 3.907 -0.752 -0.027
F 2.179 0.059 -1.014
F 1.957 -1.523 0.422
H 5.016 1.944 3.208
H 4.018 3.106 4.071
H 3.481 1.439 3.864
H 3.849 3.506 1.641
H 2.293 2.969 2.253
C 10.246 1.724 6.605
C 9.958 3.172 6.266
O 8.788 3.279 5.439
C 7.619 3.254 6.079
O 7.484 3.148 7.259
C 6.481 3.428 5.080
F 6.656 2.675 3.975
F 6.378 4.693 4.665
F 5.289 3.096 5.603
H 10.325 1.126 5.695
H 11.178 1.639 7.165
H 9.442 1.292 7.204
H 10.782 3.586 5.689
H 9.852 3.782 7.164
C 8.558 3.817 -1.504
C 8.786 2.953 -0.282
O 9.596 3.639 0.686
C 8.950 4.496 1.479
O 7.780 4.720 1.432
C 9.917 5.111 2.485
F 11.068 5.491 1.919
F 10.228 4.242 3.454
F 9.411 6.189 3.078
H 9.510 4.149 -1.921
H 8.011 3.264 -2.269
H 7.988 4.713 -1.252
H 9.336 2.054 -0.562
H 7.844 2.629 0.164
C -13.172 -9.135 3.565
C -14.365 -8.435 4.182
O -15.390 -9.380 4.530
C -15.226 -10.010 5.695
O -14.308 -9.842 6.438
C -16.404 -10.940 5.959
F -16.741 -11.647 4.875
F -17.491 -10.255 6.331
F -16.144 -11.816 6.927
H -13.482 -9.743 2.713
H -12.431 -8.409 3.229
H -12.697 -9.807 4.281
H -14.810 -7.753 3.457
H -14.078 -7.840 5.050
C 14.031 2.614 -4.923
C 13.943 4.112 -4.711
O 12.715 4.632 -5.248
C 11.644 4.513 -4.465
O 11.641 4.012 -3.381
C 10.430 5.148 -5.135
F 10.331 4.820 -6.427
F 10.482 6.485 -5.082
F 9.286 4.782 -4.561
H 13.904 2.369 -5.979
H 14.997 2.236 -4.587
H 13.246 2.093 -4.375
H 14.749 4.610 -5.249
H 14.045 4.376 -3.658
C 8.969 9.076 -5.220
C 7.602 9.697 -5.017
O 7.489 10.268 -3.704
C 8.006 11.489 -3.557
O 8.541 12.113 -4.421
C 7.773 11.990 -2.135
F 8.040 11.052 -1.221
F 6.501 12.361 -1.953
F 8.533 13.042 -1.844
H 9.180 8.352 -4.433
H 9.025 8.574 -6.186
H 9.754 9.833 -5.178
H 6.833 8.928 -5.086
H 7.382 10.443 -5.783
```

# 6
Molecular formula: C19H24BF4IrN6S3
Method: DFT, the ωB97M-V functional and the def2-TZVPD basis

## Properties
HOMO-LUMO gap (alpha / beta), eV: 6.92 / 5.70
Energy above the lowest of the compared OMol25 structures with the same formula, charge and spin, eV: 1.394
Total charge: +1
Multiplicity: 2

Structure (XYZ):
```
58
C19H24BF4IrN6S3 | the OMol25 dataset | the ωB97M-V functional and the def2-TZVPD basis
Ir 0.100 0.079 0.209
C -1.171 -2.687 -0.158
N 0.184 -2.067 -0.040
C 0.984 -2.333 -1.260
C 0.298 -1.772 -2.468
N -0.051 -0.353 -2.251
C 0.920 0.531 -2.950
C -1.398 -0.070 -2.751
C -1.701 -0.307 -4.091
C -2.972 -0.074 -4.574
C -3.956 0.403 -3.710
C -3.656 0.644 -2.384
C -2.368 0.403 -1.893
S -2.100 0.717 -0.180
C 0.868 -2.518 1.185
C 1.877 -3.460 1.216
C 2.415 -3.826 2.447
C 1.936 -3.259 3.620
C 0.928 -2.305 3.571
C 0.399 -1.938 2.342
S -0.827 -0.707 2.186
H -1.052 -3.736 -0.438
H -1.763 -2.162 -0.902
H -1.684 -2.622 0.792
H 1.111 -3.407 -1.416
H 1.966 -1.892 -1.113
H -0.614 -2.323 -2.680
H 0.955 -1.900 -3.332
H 0.804 0.442 -4.032
H 1.933 0.261 -2.675
H 0.739 1.567 -2.664
H -0.936 -0.683 -4.762
H -3.199 -0.265 -5.614
H -4.961 0.577 -4.072
H -4.417 1.013 -1.706
H 2.251 -3.923 0.314
H 3.208 -4.560 2.479
H 2.360 -3.543 4.573
H 0.571 -1.820 4.471
C 1.038 5.228 0.380
C 1.945 4.075 0.196
N 3.229 4.101 0.054
N 3.600 2.786 -0.077
C 2.574 1.958 -0.011
S 2.504 0.269 -0.163
N 1.514 2.756 0.132
N 0.233 2.232 0.325
H 1.612 6.145 0.287
H 0.587 5.187 1.373
H 0.244 5.231 -0.369
H 4.574 2.535 -0.096
H -0.455 2.731 -0.235
H 0.009 2.352 1.328
F 1.201 0.982 2.456
B 1.835 2.077 3.198
F 1.879 1.759 4.519
F 0.980 3.197 2.914
F 3.091 2.312 2.637
```

# 7
Molecular formula: C3H6OS2
Method: DFT, the ωB97M-V functional and the def2-TZVPD basis

## Properties
SMILES: OCCSC=S
HOMO-LUMO gap, eV: 8.52
Energy above the lowest of the compared OMol25 structures with the same formula, charge and spin, eV: 2.503

Structure (XYZ):
```
12
C3H6OS2 | the OMol25 dataset | the ωB97M-V functional and the def2-TZVPD basis
O 2.336 -0.929 0.115
C 1.061 -0.613 0.727
C -0.262 -0.884 0.070
S -0.544 0.247 -1.487
C -1.548 1.454 -0.899
S -2.091 1.987 0.545
H 2.816 -0.069 -0.447
H 0.989 -1.110 1.644
H 0.982 0.400 1.060
H -0.577 -1.893 -0.491
H -1.125 -0.674 0.843
H -2.037 2.084 -1.679
```

# 8
Molecular formula: C13H28InNO4P2
Method: DFT, the ωB97M-V functional and the def2-TZVPD basis

## Properties
HOMO-LUMO gap, eV: 4.70
Energy above the lowest of the compared OMol25 structures with the same formula, charge and spin, eV: 1.199

Structure (XYZ):
```
49
C13H28InNO4P2 | the OMol25 dataset | the ωB97M-V functional and the def2-TZVPD basis
C 0.918 -1.192 -4.159
C 0.914 -0.913 -2.782
N -0.240 -0.960 -2.097
C -1.396 -1.216 -2.716
C -1.463 -1.479 -4.090
C -0.273 -1.487 -4.821
C 2.251 -0.683 -2.036
P 2.086 -0.595 -0.193
In -0.186 -1.031 1.099
P -2.404 -0.551 -0.211
C -2.687 -1.217 -1.899
O 2.292 3.174 -3.427
O -0.914 2.810 -2.006
H 1.867 -1.142 -4.693
H -2.430 -1.704 -4.539
H -0.290 -1.687 -5.884
C 3.341 -1.869 0.136
C 2.898 0.982 0.276
H -3.474 -0.632 -2.401
H -3.057 -2.249 -1.788
H 2.743 0.222 -2.296
H 2.945 -1.555 -2.256
C -3.865 -0.980 0.758
C -2.575 1.237 -0.434
H -0.466 3.324 -1.358
H -1.498 3.498 -2.424
H 1.760 2.809 -2.699
H 2.096 2.584 -4.150
H -0.071 -2.660 0.536
H 0.449 4.316 -0.676
H 4.304 -1.520 -0.251
H 3.425 -2.102 1.211
H 3.043 -2.775 -0.401
H 3.993 0.880 0.216
H 2.561 1.788 -0.396
H 2.618 1.242 1.310
H -3.600 1.485 -0.749
H -2.324 1.747 0.505
H -1.871 1.577 -1.205
H -4.767 -0.592 0.271
H -3.917 -2.070 0.863
H -3.745 -0.522 1.746
C -0.300 0.845 4.768
C -0.112 0.224 3.411
O 0.575 -0.843 3.272
O -0.688 0.763 2.383
H 0.231 0.261 5.518
H -1.372 0.859 5.005
H 0.084 1.871 4.748
```

Quick rundown of E, same order as above: -10351.87354 -54357.86601 -298219.83666 -9844.67910 -236528.50632 -75924.33483 -26923.93970 -47363.83574 eV